ORCA calculation (ωB97M-V with the def2-TZVPD basis set) on a 15-piece molecular cluster, C53H84F3N17O6PS2 overall in a non-equilibrium geometry.

```
166
Properties=species:S:1:pos:R:3:forces:R:3:mulliken_charge:R:1
C 6.539 -2.245 3.136 0.146 1.207 0.303 -1.439
C 6.260 -0.804 3.823 -0.694 -0.648 1.333 2.359
C 7.611 -0.130 4.338 -0.205 -0.966 0.639 -1.385
C 5.410 -1.152 5.154 0.540 -0.086 -0.482 -2.079
C 5.322 0.139 2.952 0.769 -0.027 0.517 -1.719
C 6.049 0.988 1.817 -0.964 0.692 -1.162 2.699
C 6.593 2.417 2.332 0.666 -0.447 -0.010 -1.495
C 7.205 0.231 1.043 0.121 0.488 -0.325 -1.752
C 4.905 1.359 0.749 -2.284 0.426 -1.532 -0.379
C 5.077 1.312 -0.735 -2.570 0.918 0.890 -0.549
C 3.939 1.666 -1.679 -0.293 0.038 2.099 -0.508
C 2.584 2.071 -1.184 2.990 -0.700 2.428 -0.240
O 1.496 2.385 -2.045 0.675 -1.177 1.236 -0.397
C 0.963 1.134 -2.556 0.400 -0.629 -1.324 -0.347
C -0.552 1.206 -3.003 1.069 0.333 -0.495 -0.486
O -1.500 1.257 -1.919 0.013 -0.456 0.442 -0.184
C -1.364 0.128 -1.047 1.027 -0.139 -0.375 -0.863
C -2.715 -0.451 -0.487 1.423 -1.178 -2.742 -0.561
N -3.507 0.397 0.448 -1.500 -0.315 1.229 0.316
C -4.052 -0.468 1.574 -0.300 -0.638 1.972 0.044
P -5.097 -1.929 0.898 -2.169 -0.912 -0.138 0.417
O -4.155 -3.292 0.613 -0.714 1.915 1.340 -0.518
O -6.133 -2.361 2.198 3.426 0.071 -1.005 -0.403
S -6.229 -1.439 -0.574 1.035 0.043 0.525 -0.320
C -2.894 -0.931 2.578 0.076 -1.096 0.155 -1.047
N -1.602 -0.225 2.461 -0.539 0.029 -1.519 -0.342
C -1.697 1.210 2.113 0.915 -0.050 -0.073 0.069
C -2.848 1.590 1.045 2.902 1.295 1.704 -0.701
S -4.112 2.815 1.746 0.900 3.998 -3.661 1.350
O -5.656 2.632 1.112 4.832 -1.707 1.950 -0.129
O -3.681 4.229 1.413 0.863 -2.425 1.515 -0.711
C -4.252 2.739 3.593 -0.089 0.615 3.438 0.393
F -5.533 3.112 3.975 2.553 -0.779 -1.158 -0.189
F -4.006 1.500 4.174 -0.347 1.702 -1.213 -0.178
F -3.374 3.652 4.166 -1.483 -1.706 -1.058 -0.175
C 2.410 2.096 0.323 2.233 -0.576 -1.118 -0.225
C 3.531 1.768 1.262 0.346 -0.215 -3.039 -0.123
H 6.350 -3.062 3.893 0.207 0.838 -0.946 0.416
H 5.823 -2.330 2.267 0.989 -0.287 0.828 0.280
H 7.627 -2.292 2.819 -1.409 -0.154 0.035 0.251
H 7.786 -0.532 5.392 -0.081 0.548 -1.356 0.400
H 7.573 0.991 4.440 0.083 -1.188 -0.402 0.161
H 8.475 -0.515 3.722 -0.779 0.922 0.583 0.337
H 5.048 -0.190 5.639 0.282 -1.268 -0.480 0.303
H 4.558 -1.861 4.901 0.724 1.094 0.313 0.331
H 6.065 -1.715 5.893 -0.837 0.798 -0.939 0.593
H 4.493 -0.508 2.523 0.994 0.810 0.362 0.354
H 4.843 0.875 3.680 0.517 -0.880 -0.958 0.241
H 6.017 2.806 3.220 0.548 -0.484 -0.933 0.346
H 6.544 3.203 1.520 -0.022 -1.005 0.806 0.320
H 7.694 2.297 2.607 -1.432 0.254 -0.169 0.373
H 7.560 0.939 0.221 -0.355 -1.045 0.992 0.579
H 6.858 -0.735 0.576 0.242 1.052 0.440 0.307
H 8.117 0.000 1.662 -1.151 0.341 -0.391 0.197
H 6.066 1.032 -1.208 -1.473 0.346 0.705 0.190
H 4.170 1.587 -2.786 -0.523 0.215 1.504 0.297
H 1.569 0.890 -3.494 -0.932 0.061 1.111 0.319
H 1.207 0.321 -1.812 -0.573 0.697 -0.785 0.430
H -0.665 2.143 -3.641 -0.127 -1.112 1.030 0.369
H -0.788 0.307 -3.655 0.457 0.991 0.807 -0.022
H -0.874 -0.705 -1.659 -0.818 0.665 0.968 0.600
H -0.596 0.403 -0.251 -1.023 -0.497 -0.604 0.007
H -2.461 -1.488 -0.086 -0.458 1.603 0.081 0.513
H -3.376 -0.662 -1.393 0.683 0.512 1.280 0.295
H -4.369 0.707 -0.070 0.490 0.129 -0.128 0.490
H -4.808 0.103 2.213 0.798 -0.393 -1.346 0.334
H -3.760 -3.655 1.432 -0.118 0.004 -0.551 0.403
H -5.542 -2.899 2.780 -0.995 0.300 0.042 0.357
H -3.235 -0.894 3.660 0.062 0.152 -1.422 0.174
H -2.693 -2.033 2.357 0.023 1.432 0.423 0.573
H -1.075 -0.665 1.693 -0.203 0.148 0.719 0.457
H -1.755 1.799 3.072 -0.317 -0.420 -1.139 0.086
H -0.692 1.489 1.649 -1.352 -0.318 0.638 -0.315
H -2.322 2.260 0.286 -1.216 -1.042 0.518 0.441
H 1.401 2.385 0.726 1.159 -0.239 -0.387 0.440
H 3.357 1.806 2.370 0.121 0.058 -1.415 0.241
C -3.934 4.039 -2.050 -0.145 -0.655 -0.104 -0.776
C -4.261 2.589 -2.109 -0.087 -0.011 -0.029 0.334
N -4.517 1.462 -2.155 0.179 0.995 0.251 -0.462
H -3.290 4.308 -2.887 -0.069 -0.106 0.008 0.395
H -4.851 4.628 -2.102 0.053 -0.057 0.030 0.456
H -3.419 4.264 -1.115 -0.115 -0.060 -0.002 0.108
C -1.579 -2.152 -5.844 0.636 0.018 0.334 -0.350
C -0.318 -1.813 -5.129 0.097 -0.062 0.000 0.347
N 0.663 -1.549 -4.574 -0.921 -0.187 -0.469 -0.461
H -2.316 -1.362 -5.693 0.064 -0.024 -0.001 0.344
H -1.383 -2.259 -6.915 -0.088 -0.055 0.350 -0.217
H -1.981 -3.091 -5.463 0.055 0.063 -0.031 0.418
C 3.094 -0.106 8.305 0.752 -0.427 -0.321 -0.692
C 4.162 -1.146 8.226 0.919 -0.983 0.128 0.470
N 4.997 -1.961 8.166 -1.762 1.669 0.214 -0.510
H 3.252 0.524 9.179 0.020 -0.176 -0.026 0.328
H 3.117 0.514 7.408 -0.005 -0.159 0.063 0.239
H 2.117 -0.583 8.384 0.114 -0.003 0.033 0.280
C -0.103 0.739 -8.587 -0.240 -0.630 -0.089 -0.864
C -0.640 -0.633 -8.797 0.023 -0.024 -0.171 0.513
N -1.055 -1.699 -8.960 0.440 0.993 -0.028 -0.532
H 0.264 1.140 -9.532 -0.048 -0.094 0.030 0.316
H -0.889 1.390 -8.204 0.018 -0.085 -0.044 0.277
H 0.717 0.710 -7.869 -0.061 -0.067 -0.047 0.269
C -9.754 2.119 0.506 0.388 0.077 0.172 -0.949
C -8.311 2.266 0.786 -0.235 -0.126 -0.062 0.491
N -7.182 2.347 1.007 -8.147 -0.423 -1.635 -0.310
H -10.189 1.418 1.219 0.007 -0.050 -0.045 0.202
H -10.255 3.083 0.599 0.132 -0.023 0.010 0.317
H -9.900 1.737 -0.504 0.099 -0.001 0.077 0.289
C 4.427 -2.996 12.415 -0.417 0.743 -0.444 -0.770
C 3.720 -1.886 11.720 0.018 0.094 0.045 0.336
N 3.174 -1.024 11.179 0.404 -0.757 0.611 -0.403
H 5.416 -2.663 12.732 -0.078 0.050 -0.056 0.269
H 3.857 -3.306 13.291 0.004 0.013 -0.102 0.313
H 4.535 -3.843 11.743 -0.099 0.172 0.026 0.250
C -2.034 -5.083 -10.245 0.114 -0.631 0.304 -0.182
C -2.184 -6.393 -9.555 -0.017 -0.041 0.010 0.316
N -2.300 -7.410 -9.019 0.071 0.881 -0.444 -0.446
H -1.519 -4.377 -9.592 -0.144 -0.034 0.020 0.063
H -1.460 -5.205 -11.163 -0.089 -0.155 0.078 0.039
H -3.015 -4.682 -10.496 0.083 -0.039 0.040 0.139
C -2.003 7.540 -1.809 -0.698 0.054 -0.168 -0.741
C -3.448 7.649 -2.151 -0.039 0.015 0.002 0.408
N -4.570 7.731 -2.415 0.954 -0.169 0.224 -0.430
H -1.878 6.920 -0.921 -0.060 0.050 -0.047 0.204
H -1.459 7.089 -2.640 -0.064 0.051 0.035 0.268
H -1.594 8.531 -1.612 -0.068 -0.060 -0.029 0.333
C -0.570 3.700 5.806 0.570 -0.500 0.224 -0.396
C 0.492 2.732 6.198 0.060 -0.025 0.014 0.365
N 1.315 1.980 6.500 -0.788 0.691 -0.339 -0.405
H -0.154 4.707 5.757 0.008 -0.088 0.040 0.243
H -0.972 3.433 4.829 0.068 0.009 0.076 -0.133
H -1.376 3.683 6.539 0.075 -0.016 -0.039 0.309
C -6.013 -4.512 -9.077 0.606 0.141 0.350 -0.860
C -4.756 -4.170 -8.358 0.001 0.016 0.079 0.343
N -3.779 -3.905 -7.802 -0.852 -0.147 -0.375 -0.326
H -6.752 -3.724 -8.927 0.095 -0.029 0.008 0.307
H -5.814 -4.616 -10.144 0.025 0.004 0.083 0.291
H -6.413 -5.452 -8.696 0.091 0.056 -0.009 0.279
C 7.559 -6.045 13.050 -0.677 0.032 -0.203 -0.722
C 6.135 -5.972 12.626 -0.057 -0.091 -0.017 0.386
N 5.029 -5.915 12.295 1.076 -0.294 0.341 -0.458
H 7.646 -6.648 13.955 -0.060 0.040 -0.070 0.265
H 8.158 -6.499 12.261 -0.091 0.035 0.030 0.268
H 7.938 -5.043 13.252 -0.064 -0.058 -0.030 0.261
C 1.577 6.323 3.376 0.548 -0.493 -0.044 -0.774
C 2.642 5.289 3.272 0.041 -0.035 -0.011 0.414
N 3.468 4.486 3.189 -0.726 0.656 0.124 -0.356
H 1.762 6.959 4.243 0.027 -0.059 -0.062 0.309
H 1.570 6.940 2.477 0.031 -0.064 0.059 0.309
H 0.604 5.844 3.487 0.071 0.009 -0.033 0.119
C -0.126 -2.874 -13.291 -0.384 -0.944 -0.131 -0.732
C -0.655 -4.250 -13.508 -0.659 -1.661 -0.409 0.247
N -1.071 -5.330 -13.686 0.985 2.550 0.454 -0.451
H 0.250 -2.468 -14.230 -0.085 -0.077 0.057 0.442
H -0.918 -2.227 -12.916 0.091 -0.035 -0.014 0.306
H 0.685 -2.900 -12.565 -0.144 -0.068 -0.025 0.192
C 3.649 -1.544 -13.396 -0.634 0.295 0.140 -0.820
C 2.346 -0.887 -13.100 0.054 0.226 0.033 0.414
N 1.335 -0.377 -12.871 0.988 -0.318 -0.135 -0.431
H 4.392 -0.791 -13.661 -0.097 -0.022 0.020 0.328
H 3.995 -2.093 -12.519 -0.064 0.053 -0.043 0.276
H 3.533 -2.239 -14.228 -0.033 0.061 0.054 0.282
C -9.362 -2.514 3.540 -0.519 0.463 -0.317 -0.472
C -10.178 -1.548 2.747 -0.024 0.084 -0.183 0.341
N -10.816 -0.812 2.121 0.768 -0.708 0.698 -0.417
H -9.628 -2.437 4.594 -0.042 0.009 -0.090 0.296
H -9.564 -3.528 3.195 -0.034 0.091 -0.003 0.272
H -8.297 -2.311 3.428 -0.143 0.114 -0.124 -0.016
```
Forces are in eV/Å.

Results
- Kohn-Sham gap: 7.18 eV
- Lowest unoccupied orbital energy: -2.7 eV
- Net charge: +1
- M: 1207.47 g mol⁻¹
- E_HOMO: -9.9 eV